[1]
# C6H15N5

A gas-phase ion, C6H15N5 (charge +2) in a non-equilibrium geometry (the ωB97M-V functional and the def2-TZVPD basis, OMol25).

Atoms and positions in Å:
1 H 1.5028 3.4367 0.3725
2 N 1.1896 2.6186 -0.3140
3 N 0.6848 1.7312 0.4099
4 C 0.1864 0.6053 -0.3437
5 N 1.2545 -0.3938 -0.4807
6 C 1.5518 -0.8940 -1.7757
7 N 2.1517 -0.4347 0.4103
8 C 3.1297 -0.6970 1.0055
9 N -1.0496 -0.0416 0.3484
10 C -0.9511 -1.5294 0.4388
11 C -1.3398 0.6331 1.6251
12 C -2.1805 0.2673 -0.5531
13 H -0.1070 0.9471 -1.3846
14 H 2.2250 -0.3543 -2.3766
15 H 1.9469 -1.9101 -1.6136
16 H 0.6217 -1.2069 -2.3141
17 H 3.9221 -0.8892 1.5900
18 H 0.0991 -1.8608 0.1818
19 H -1.2581 -1.8557 1.4135
20 H -1.6043 -1.9169 -0.3283
21 H -1.6420 1.7155 1.5477
22 H -2.2422 0.2360 2.2557
23 H -0.4871 0.7397 2.3342
24 H -2.0550 0.2549 -1.6668
25 H -2.9689 -0.4761 -0.3558
26 H -2.5804 1.2752 -0.4262

Force components x, y, z for each atom (eV/Å):
-0.49 -1.90 -1.58
-0.42 0.49 2.20
0.71 1.58 0.07
0.65 -0.01 -1.36
-2.20 2.29 -0.57
-0.86 -3.82 -1.02
5.02 -1.18 2.79
-5.95 1.63 -3.56
0.35 1.29 -1.07
1.42 -0.79 -0.65
-1.51 1.72 3.90
-2.66 0.17 -1.66
0.32 -0.71 1.22
0.69 1.13 -0.61
0.45 0.32 -0.11
0.51 1.02 0.42
2.80 -0.66 2.03
-1.64 0.16 0.78
-0.08 -0.13 0.39
-0.07 -0.39 0.04
0.41 -1.10 -0.85
1.66 -0.14 -1.73
-0.33 -0.86 -0.81
0.91 -0.65 0.99
0.11 0.64 0.13
0.20 -0.10 0.61

## Properties
**Charge**: +2
**SMILES string**: [H]/N=N/[C@@H](N(C)[N+]#C)[N+](C)(C)C
**Frontier orbital gap**: 9.179 eV
**HOMO energy**: -17.637 eV
**Electronic energy**: -510.5347 a.u.
**Relative energy (zero: lowest compared OMol25 entry of this formula, charge and spin)**: 569.3 kJ/mol
**Lowest unoccupied orbital energy**: -8.5 eV
**Spin multiplicity**: 1

Listed below, in e, are the natural (NBO) charges computed for each atom: atom 1 (H): 0.3822, atom 2 (N): -0.1976, atom 3 (N): -0.2044, atom 4 (C): 0.2313, atom 5 (N): -0.2292, atom 6 (C): -0.4470, atom 7 (N): -0.0371, atom 8 (C): 0.4354, atom 9 (N): -0.2459, atom 10 (C): -0.4135, atom 11 (C): -0.4902, atom 12 (C): -0.4564, atom 13 (H): 0.2720, atom 14 (H): 0.2568, atom 15 (H): 0.2469, atom 16 (H): 0.2611, atom 17 (H): 0.2920, atom 18 (H): 0.2306, atom 19 (H): 0.2655, atom 20 (H): 0.2486, atom 21 (H): 0.2693, atom 22 (H): 0.2872, atom 23 (H): 0.2657, atom 24 (H): 0.2596, atom 25 (H): 0.2568, atom 26 (H): 0.2602

[2]
# C6H15NO

2 unconnected molecules or ions with the total composition C6H15NO in a non-equilibrium geometry (the ωB97M-V functional and the def2-TZVPD basis, OMol25).

Atoms and positions in Å:
1 C 1.2929 -0.0289 -0.0844
2 C -0.5965 1.0170 0.3087
3 C 0.7169 1.3362 -0.3267
4 C -2.0956 -1.5021 -0.9606
5 C 2.1154 -0.5874 -1.2121
6 C -0.7364 1.2132 1.7746
7 N -1.3420 -1.1733 0.2413
8 O 1.9242 -0.1244 1.1810
9 H 2.5425 0.6271 1.2926
10 H -1.7929 -1.4100 1.1236
11 H -0.3132 -1.3050 0.1468
12 H -1.4847 1.2318 -0.2733
13 H 1.2680 2.1814 0.1566
14 H 0.6023 1.5552 -1.3900
15 H -1.5819 -1.0556 -1.8154
16 H -3.1063 -1.0913 -0.9102
17 H -2.1646 -2.5793 -1.1421
18 H 2.5927 -1.5316 -0.9432
19 H 2.9288 0.1062 -1.5113
20 H 1.5045 -0.7584 -2.1028
21 H -1.7460 0.9979 2.1258
22 H 0.0005 0.6130 2.3123
23 H -0.5288 2.2683 2.0086

Force components x, y, z for each atom (eV/Å):
0.80 1.31 0.27
0.84 1.13 -0.31
-0.18 0.14 0.44
0.30 -0.23 0.35
-0.08 -0.42 -0.22
0.04 -0.02 0.00
-0.22 -0.48 -0.21
-0.04 0.02 -0.40
-0.38 -0.21 -0.07
0.48 -0.34 -0.40
-1.24 -0.07 0.55
0.02 -0.42 -0.12
-0.02 -0.25 -0.14
0.07 -0.06 0.03
-0.06 0.04 -0.02
0.06 0.00 0.01
-0.13 0.00 -0.11
-0.12 -0.01 0.03
-0.23 -0.01 0.19
0.05 0.02 0.03
0.07 -0.13 0.01
-0.11 0.03 0.10
0.07 -0.06 0.01

## Properties
**Frontier orbital gap (spin up / spin down)**: 8.084 / 6.775 eV
**HOMO energy (spin up / spin down)**: -7.037 / -6.200 eV
**Electronic energy**: -367.4292 a.u.
**Relative energy (zero: lowest compared OMol25 entry of this formula, charge and spin)**: 530.6 kJ/mol
**Lowest unoccupied orbital energy (spin up / spin down)**: 1.0 / 0.6 eV
**Spin multiplicity**: 1

Listed below, in e, are the natural (NBO) charges computed for each atom: atom 1 (C): 0.2031, atom 2 (C): 0.0399, atom 3 (C): -0.5500, atom 4 (C): -0.4143, atom 5 (C): -0.6641, atom 6 (C): -0.6896, atom 7 (N): -0.8195, atom 8 (O): -0.7449, atom 9 (H): 0.4498, atom 10 (H): 0.3730, atom 11 (H): 0.4105, atom 12 (H): 0.1859, atom 13 (H): 0.1581, atom 14 (H): 0.2139, atom 15 (H): 0.1894, atom 16 (H): 0.1907, atom 17 (H): 0.1792, atom 18 (H): 0.2196, atom 19 (H): 0.1895, atom 20 (H): 0.2118, atom 21 (H): 0.2100, atom 22 (H): 0.2456, atom 23 (H): 0.2123

[3]
# C6H15NO

2 unconnected molecules or ions with the total composition C6H15NO (the ωB97M-V functional and the def2-TZVPD basis, OMol25).

Atoms and positions in Å:
1 C -1.5668 0.2227 -1.6254
2 N -1.6638 -0.0610 -0.2145
3 C -2.1345 -1.3696 0.1494
4 C -1.3638 0.8891 0.6865
5 O -0.9582 1.9967 0.4285
6 H -1.2826 1.2639 -1.7361
7 H -2.5287 0.0480 -2.1141
8 H -0.8120 -0.4047 -2.0999
9 H -2.1866 -1.4533 1.2517
10 H -3.1388 -1.5374 -0.2615
11 H -1.4752 -2.1381 -0.2457
12 H -1.5333 0.5445 1.7238
13 C 1.6987 -0.2591 1.5553
14 C 1.8189 -0.3490 0.0391
15 C 2.0926 1.0187 -0.5743
16 H 2.6650 -0.0158 1.9933
17 H 0.9991 0.5208 1.8319
18 H 1.3617 -1.2029 1.9801
19 H 0.8954 -0.7546 -0.3734
20 H 2.6247 -1.0393 -0.2203
21 H 1.2742 1.6992 -0.3600
22 H 3.0047 1.4435 -0.1613
23 H 2.2092 0.9377 -1.6530

Force components x, y, z for each atom (eV/Å):
0.00 0.14 -0.09
-0.12 -0.18 -0.40
-0.40 0.05 0.63
-0.20 -0.31 0.53
0.12 0.56 -0.05
0.01 0.05 -0.09
0.02 0.00 0.00
0.05 -0.08 -0.04
0.07 -0.02 -0.57
0.13 -0.03 0.10
0.14 -0.16 0.02
0.04 0.02 -0.04
0.12 -0.22 -0.20
0.11 0.18 0.13
0.00 -0.26 -0.06
0.06 0.05 0.11
-0.13 0.17 0.13
-0.02 -0.07 0.12
-0.05 -0.09 -0.09
-0.05 -0.08 -0.05
-0.07 0.12 -0.01
0.14 0.07 0.01
0.04 0.10 -0.13

## Properties
**SMILES string**: CN(C)C=O.CCC
**Frontier orbital gap**: 10.287 eV
**HOMO energy**: -9.469 eV
**Electronic energy**: -367.6023 a.u.
**Relative energy (zero: lowest compared OMol25 entry of this formula, charge and spin)**: 76.1 kJ/mol
**Lowest unoccupied orbital energy**: 0.8 eV
**Spin multiplicity**: 1

Listed below, in e, are the natural (NBO) charges computed for each atom: atom 1 (C): -0.4254, atom 2 (N): -0.4341, atom 3 (C): -0.4004, atom 4 (C): 0.5380, atom 5 (O): -0.6274, atom 6 (H): 0.2464, atom 7 (H): 0.1950, atom 8 (H): 0.1956, atom 9 (H): 0.2124, atom 10 (H): 0.1947, atom 11 (H): 0.1975, atom 12 (H): 0.1099, atom 13 (C): -0.6086, atom 14 (C): -0.3898, atom 15 (C): -0.6169, atom 16 (H): 0.2036, atom 17 (H): 0.2055, atom 18 (H): 0.2000, atom 19 (H): 0.1827, atom 20 (H): 0.1930, atom 21 (H): 0.2291, atom 22 (H): 0.1986, atom 23 (H): 0.2006

[4]
# C6H15NO

2 unconnected molecules or ions with the total composition C6H15NO in a non-equilibrium geometry (the ωB97M-V functional and the def2-TZVPD basis, OMol25).

Atoms and positions in Å:
1 H -0.6956 2.7212 -0.0631
2 N -0.9294 2.2716 0.8222
3 C -1.0206 1.0028 0.7520
4 C -2.1648 0.3397 -0.3694
5 C -1.9710 -1.1280 -0.7091
6 O -2.2077 1.1662 -1.4830
7 H -1.1405 0.4743 1.6930
8 H -3.1387 0.4253 0.1305
9 H -1.7816 -1.3116 -1.7662
10 H -1.0491 -1.5129 -0.2699
11 H -2.8294 -1.6908 -0.3387
12 H -1.4846 1.8151 -1.4336
13 C 2.5161 0.4551 -0.3993
14 C 1.3671 -0.4614 -0.0404
15 C 1.5985 -1.2291 1.2493
16 H 2.5947 1.2621 0.3296
17 H 2.4373 0.8400 -1.4157
18 H 3.4608 -0.0922 -0.3969
19 H 1.2082 -1.1806 -0.8490
20 H 0.2382 0.1259 -0.1514
21 H 0.7914 -1.9381 1.4306
22 H 1.6872 -0.5322 2.0825
23 H 2.5137 -1.8224 1.1959

Force components x, y, z for each atom (eV/Å):
-1.03 0.28 -0.28
2.54 -0.77 0.28
-5.11 0.45 -0.69
2.00 0.45 0.86
0.65 -0.23 0.17
0.40 0.49 -0.76
0.52 -0.31 0.24
0.44 0.33 0.48
-0.54 0.27 -0.16
-0.21 -0.14 0.44
0.22 -0.22 -0.26
-0.46 -0.28 -0.08
-0.05 0.04 -0.05
-2.36 0.44 -1.28
-0.46 0.30 -0.05
0.07 0.18 -0.15
-0.22 0.30 0.09
0.00 -0.12 0.23
0.27 -0.13 -0.06
3.41 -1.41 0.75
-0.11 0.09 0.20
-0.04 -0.13 0.19
0.08 0.17 -0.11

## Properties
**SMILES string**: [H]/N=C\[C@H](C)O.CCC
**Frontier orbital gap**: 9.749 eV
**HOMO energy**: -9.153 eV
**Electronic energy**: -367.4900 a.u.
**Relative energy (zero: lowest compared OMol25 entry of this formula, charge and spin)**: 371.1 kJ/mol
**Lowest unoccupied orbital energy**: 0.6 eV
**Spin multiplicity**: 1

Listed below, in e, are the natural (NBO) charges computed for each atom: atom 1 (H): 0.3172, atom 2 (N): -0.6274, atom 3 (C): 0.0803, atom 4 (C): 0.0808, atom 5 (C): -0.6616, atom 6 (O): -0.7141, atom 7 (H): 0.1708, atom 8 (H): 0.1780, atom 9 (H): 0.2343, atom 10 (H): 0.2130, atom 11 (H): 0.2174, atom 12 (H): 0.4616, atom 13 (C): -0.6220, atom 14 (C): -0.3547, atom 15 (C): -0.6229, atom 16 (H): 0.2091, atom 17 (H): 0.2112, atom 18 (H): 0.2092, atom 19 (H): 0.1953, atom 20 (H): 0.1942, atom 21 (H): 0.2097, atom 22 (H): 0.2077, atom 23 (H): 0.2129

[5]
# C6H15NO

C6H15NO in the gas phase in a non-equilibrium geometry (the ωB97M-V functional and the def2-TZVPD basis, OMol25).

Atoms and positions in Å:
1 C -2.1052 -0.0585 -2.0413
2 C -2.2451 -0.4936 -0.5374
3 C -1.2282 0.1627 0.4343
4 C 0.1544 0.2581 -0.1526
5 C 1.2950 0.5428 0.8671
6 N 2.1295 1.6707 0.4121
7 C 2.1343 -0.7021 1.0741
8 O 1.3101 -1.8287 1.4809
9 H -3.0536 0.3271 -2.3670
10 H -1.6609 -0.8652 -2.6207
11 H -1.4189 0.7869 -2.1915
12 H -2.0812 -1.5713 -0.5002
13 H -3.2450 -0.1957 -0.2738
14 H -1.2311 -0.3886 1.3823
15 H -1.6548 1.1493 0.6670
16 H 0.4016 -0.6242 -0.7603
17 H 0.1960 1.0825 -0.8508
18 H 0.8440 0.8109 1.8120
19 H 2.3499 2.2219 1.2300
20 H 2.9842 1.3299 -0.0106
21 H 2.7251 -1.0401 0.2134
22 H 2.7558 -0.6050 1.9574
23 H 0.6440 -1.9698 0.7760

Force components x, y, z for each atom (eV/Å):
1.02 0.44 1.09
1.17 0.49 -0.87
-1.30 -0.10 -0.16
0.86 0.37 0.15
-0.01 -0.24 -1.29
-0.39 -0.16 0.43
-0.84 -1.43 1.13
-0.46 0.28 -0.86
-0.45 -0.42 -0.68
-0.56 -0.01 -0.35
-0.09 -0.14 0.31
-0.49 -0.07 0.13
-0.41 -0.45 0.59
0.06 -0.02 -0.13
0.53 0.04 0.06
-0.09 -0.11 0.13
-0.03 0.19 -0.20
-0.12 0.06 0.33
0.41 0.16 -0.20
0.08 0.15 0.06
0.02 0.59 -0.10
0.55 0.35 -0.15
0.55 0.04 0.61

## Properties
**SMILES string**: CCCC[C@H](N)CO
**Frontier orbital gap**: 10.379 eV
**HOMO energy**: -9.376 eV
**Electronic energy**: -367.5736 a.u.
**Relative energy (zero: lowest compared OMol25 entry of this formula, charge and spin)**: 151.6 kJ/mol
**Lowest unoccupied orbital energy**: 1.0 eV
**Spin multiplicity**: 1

Listed below, in e, are the natural (NBO) charges computed for each atom: atom 1 (C): -0.6233, atom 2 (C): -0.3894, atom 3 (C): -0.4022, atom 4 (C): -0.4280, atom 5 (C): -0.0757, atom 6 (N): -0.8347, atom 7 (C): -0.0755, atom 8 (O): -0.7281, atom 9 (H): 0.2114, atom 10 (H): 0.2092, atom 11 (H): 0.2031, atom 12 (H): 0.1907, atom 13 (H): 0.2041, atom 14 (H): 0.2064, atom 15 (H): 0.2001, atom 16 (H): 0.1811, atom 17 (H): 0.2328, atom 18 (H): 0.1911, atom 19 (H): 0.3621, atom 20 (H): 0.3549, atom 21 (H): 0.1643, atom 22 (H): 0.1865, atom 23 (H): 0.4590

[6]
# C6H15NO

A molecular structure, C6H15NO in a non-equilibrium geometry (the ωB97M-V functional and the def2-TZVPD basis, OMol25).

Atoms and positions in Å:
1 C 0.4924 -0.1561 0.7350
2 C 0.7069 0.9566 -0.1295
3 C -1.4804 -0.2613 -1.7541
4 C -2.2774 0.8315 0.2371
5 C 0.6418 -1.6011 0.3469
6 C 2.2893 0.3327 1.4326
7 N -1.1480 0.5218 -0.5982
8 O 1.4582 0.9069 -1.2478
9 H 1.5090 -0.0029 -1.5697
10 H -0.0824 0.0523 1.6269
11 H 0.5954 1.9587 0.2583
12 H -2.2795 0.2057 -2.3552
13 H -1.8299 -1.2826 -1.5118
14 H -0.6235 -0.3667 -2.4306
15 H -3.0421 1.4199 -0.2971
16 H -2.7806 -0.0698 0.6326
17 H -1.9667 1.4342 1.0991
18 H 1.1701 -2.1567 1.1251
19 H 1.2080 -1.7374 -0.5780
20 H -0.3395 -2.0561 0.2067
21 H 2.4995 1.3826 1.6319
22 H 3.0338 -0.0993 0.7657
23 H 2.2457 -0.2130 2.3743

Force components x, y, z for each atom (eV/Å):
5.11 0.86 2.14
-4.00 -0.83 -2.06
0.09 0.38 0.00
0.40 0.22 -0.14
-0.21 0.15 -0.15
-1.43 -1.52 0.42
0.61 0.53 -0.51
-0.37 0.04 0.60
0.01 0.01 0.09
-0.23 0.08 -0.25
0.09 -0.07 -0.03
0.00 -0.03 -0.04
0.03 0.02 0.05
0.03 0.02 0.09
-0.04 -0.03 0.05
0.03 0.01 -0.02
0.01 -0.05 -0.03
-0.08 0.11 -0.03
-0.02 0.01 0.02
0.00 0.01 -0.06
-0.30 0.03 -0.20
-0.08 0.02 0.01
0.34 0.03 0.06

## Properties
**Frontier orbital gap**: 7.480 eV
**HOMO energy**: -6.742 eV
**Electronic energy**: -367.4279 a.u.
**Relative energy (zero: lowest compared OMol25 entry of this formula, charge and spin)**: 534.0 kJ/mol
**Lowest unoccupied orbital energy**: 0.7 eV
**Spin multiplicity**: 1

Listed below, in e, are the natural (NBO) charges computed for each atom: atom 1 (C): -0.1196, atom 2 (C): 0.3805, atom 3 (C): -0.4117, atom 4 (C): -0.4121, atom 5 (C): -0.6387, atom 6 (C): -0.7155, atom 7 (N): -0.6216, atom 8 (O): -0.6576, atom 9 (H): 0.4828, atom 10 (H): 0.2355, atom 11 (H): 0.2130, atom 12 (H): 0.1691, atom 13 (H): 0.1515, atom 14 (H): 0.1784, atom 15 (H): 0.1697, atom 16 (H): 0.1561, atom 17 (H): 0.1837, atom 18 (H): 0.2295, atom 19 (H): 0.1947, atom 20 (H): 0.2339, atom 21 (H): 0.2026, atom 22 (H): 0.1962, atom 23 (H): 0.1994

Q: Look up the electronic energy of the fifth one.
A: -367.5736 a.u.

Q: The highest relative energy (zero: lowest compared OMol25 entry of this formula, charge and spin) belongs to which entry?
A: C6H15N5

Q: What is the formula in the sixth record?
A: C6H15NO

Copy entry 3 word for word.
# C6H15NO

2 unconnected molecules or ions with the total composition C6H15NO (the ωB97M-V functional and the def2-TZVPD basis, OMol25).

Atoms and positions in Å:
1 C -1.5668 0.2227 -1.6254
2 N -1.6638 -0.0610 -0.2145
3 C -2.1345 -1.3696 0.1494
4 C -1.3638 0.8891 0.6865
5 O -0.9582 1.9967 0.4285
6 H -1.2826 1.2639 -1.7361
7 H -2.5287 0.0480 -2.1141
8 H -0.8120 -0.4047 -2.0999
9 H -2.1866 -1.4533 1.2517
10 H -3.1388 -1.5374 -0.2615
11 H -1.4752 -2.1381 -0.2457
12 H -1.5333 0.5445 1.7238
13 C 1.6987 -0.2591 1.5553
14 C 1.8189 -0.3490 0.0391
15 C 2.0926 1.0187 -0.5743
16 H 2.6650 -0.0158 1.9933
17 H 0.9991 0.5208 1.8319
18 H 1.3617 -1.2029 1.9801
19 H 0.8954 -0.7546 -0.3734
20 H 2.6247 -1.0393 -0.2203
21 H 1.2742 1.6992 -0.3600
22 H 3.0047 1.4435 -0.1613
23 H 2.2092 0.9377 -1.6530

Force components x, y, z for each atom (eV/Å):
0.00 0.14 -0.09
-0.12 -0.18 -0.40
-0.40 0.05 0.63
-0.20 -0.31 0.53
0.12 0.56 -0.05
0.01 0.05 -0.09
0.02 0.00 0.00
0.05 -0.08 -0.04
0.07 -0.02 -0.57
0.13 -0.03 0.10
0.14 -0.16 0.02
0.04 0.02 -0.04
0.12 -0.22 -0.20
0.11 0.18 0.13
0.00 -0.26 -0.06
0.06 0.05 0.11
-0.13 0.17 0.13
-0.02 -0.07 0.12
-0.05 -0.09 -0.09
-0.05 -0.08 -0.05
-0.07 0.12 -0.01
0.14 0.07 0.01
0.04 0.10 -0.13

## Properties
**SMILES string**: CN(C)C=O.CCC
**Frontier orbital gap**: 10.287 eV
**HOMO energy**: -9.469 eV
**Electronic energy**: -367.6023 a.u.
**Relative energy (zero: lowest compared OMol25 entry of this formula, charge and spin)**: 76.1 kJ/mol
**Lowest unoccupied orbital energy**: 0.8 eV
**Spin multiplicity**: 1

Listed below, in e, are the natural (NBO) charges computed for each atom: atom 1 (C): -0.4254, atom 2 (N): -0.4341, atom 3 (C): -0.4004, atom 4 (C): 0.5380, atom 5 (O): -0.6274, atom 6 (H): 0.2464, atom 7 (H): 0.1950, atom 8 (H): 0.1956, atom 9 (H): 0.2124, atom 10 (H): 0.1947, atom 11 (H): 0.1975, atom 12 (H): 0.1099, atom 13 (C): -0.6086, atom 14 (C): -0.3898, atom 15 (C): -0.6169, atom 16 (H): 0.2036, atom 17 (H): 0.2055, atom 18 (H): 0.2000, atom 19 (H): 0.1827, atom 20 (H): 0.1930, atom 21 (H): 0.2291, atom 22 (H): 0.1986, atom 23 (H): 0.2006